# 1
{
  "formula": "C5H12AlBrFO3S",
  "method": "ωB97M-V with the def2-TZVPD basis set",
  "e_lumo_ev": 3.32,
  "total_charge": -1,
  "energy_ha": -3738.09490,
  "orbital_gap_ev": 9.263,
  "homo_ev": -5.9,
  "species": ["H", "C", "O", "H", "O", "H", "H", "H", "C", "H", "H", "H", "S", "Al", "H", "C", "H", "O", "Br", "H", "C", "C", "H", "F"],
  "coordinates": [[-1.63318, 2.64512, 0.41811], [-0.71991, 2.08950, 0.15621], [-1.84210, 0.03816, -0.21281], [1.92138, 0.94355, 2.05856], [3.34537, -2.11443, -1.12434], [-1.66069, 1.49627, -1.67828], [-0.24613, -1.92790, 1.39734], [-0.77880, 0.98114, 1.99773], [1.25397, 0.77954, 1.19915], [1.79060, 1.19388, 0.33082], [-0.17750, 0.58216, -1.30787], [0.16542, 2.46038, 2.03837], [1.93702, -1.79174, -1.07380], [1.12540, -1.19313, 1.10344], [-1.47492, -1.15522, -1.87417], [-1.07269, 1.03101, -0.86675], [-0.03907, 2.80363, -0.33043], [1.40061, -0.89979, -2.08359], [2.75347, -2.12859, 2.56856], [-1.93274, -2.00039, -0.37961], [-0.05414, 1.57271, 1.42558], [-2.11388, -1.10670, -0.98745], [-3.16592, -1.09735, -1.30442], [1.21844, -3.20182, -1.47036]]
}

# 2
{
  "formula": "C7H20O3",
  "method": "ωB97M-V with the def2-TZVPD basis set",
  "e_lumo_ev": 0.31,
  "total_charge": 0,
  "energy_ha": -504.36634,
  "orbital_gap_ev": 9.372,
  "smiles": "C/C=C/CCCC.O.O.O",
  "homo_ev": -9.1,
  "e_above_lowest_kcal_mol": 24.8,
  "species": ["O", "H", "H", "C", "H", "H", "O", "H", "H", "H", "C", "C", "H", "H", "H", "H", "O", "C", "H", "H", "H", "H", "H", "H", "H", "C", "H", "H", "C", "C"],
  "coordinates": [[0.87229, 2.56144, 1.79770], [1.45193, 3.27840, -2.38000], [-0.80196, -1.02824, -0.85771], [0.63901, -3.71581, 0.74235], [-0.05046, 2.76561, -3.16589], [-2.58008, 2.66996, 2.60491], [-1.47896, 0.09003, 2.44575], [-3.18791, 2.51179, 1.13696], [1.53578, -4.26503, 1.03660], [-0.28467, -1.76999, -2.32602], [0.68425, -2.20919, 0.72096], [0.15490, 0.24076, -2.17208], [1.91195, -0.86329, -0.38410], [-0.46938, 0.26769, -3.06005], [-0.22814, -4.10973, 1.28024], [-1.62450, 0.23840, 3.38494], [-3.18068, 2.23442, 2.05567], [0.81894, 1.32304, -1.79928], [1.59460, 1.31478, -1.03353], [-0.24445, -1.71241, 0.96950], [0.49927, -4.18431, -0.24745], [1.41861, -1.85240, 1.44736], [1.66390, -2.51043, -1.18067], [-0.05457, 3.25225, -1.46491], [-2.11546, 0.70031, 2.08532], [1.23520, -1.66157, -0.66601], [0.52233, 3.18713, 1.17167], [0.71986, 1.63930, 1.60640], [0.51702, 2.73418, -2.23612], [0.06138, -1.12710, -1.51254]]
}

# 3
{
  "formula": "C23H46AsBeBr3CaF6N5O10S2",
  "method": "ωB97M-V with the def2-TZVPD basis set",
  "e_lumo_ev": -3.32,
  "total_charge": -1,
  "energy_ha": -13975.27585,
  "orbital_gap_ev": 0.976,
  "homo_ev": -4.3,
  "species": ["C", "H", "H", "C", "O", "C", "Be", "H", "H", "H", "H", "C", "H", "C", "O", "H", "As", "F", "N", "F", "O", "C", "H", "H", "H", "C", "N", "S", "H", "F", "C", "H", "Ca", "S", "H", "H", "F", "C", "H", "C", "H", "H", "Br", "H", "H", "C", "O", "C", "H", "H", "Br", "O", "C", "C", "H", "H", "C", "O", "H", "O", "C", "H", "H", "C", "H", "H", "O", "H", "C", "N", "H", "F", "H", "H", "C", "H", "C", "H", "O", "H", "H", "H", "H", "H", "Br", "C", "N", "O", "H", "N", "C", "H", "F", "C", "H", "H", "H", "H"],
  "coordinates": [[1.62683, 1.35226, -1.46267], [11.87867, -4.61573, -3.48586], [12.34854, -5.79330, -2.33553], [-3.12305, 2.05364, -0.83068], [0.76997, -2.03739, 5.32648], [-0.87527, 3.40501, -0.74269], [-3.33766, -3.36980, -1.71081], [-1.20498, 1.42472, 0.18797], [1.97205, -1.49934, 1.82985], [10.03159, -1.81854, -1.66312], [0.91505, 0.79961, -0.77146], [4.72269, -0.66776, 0.05186], [-5.33025, 1.89247, 2.04932], [3.62946, 0.52767, 0.06663], [3.96302, -2.37670, 1.76524], [7.60066, 0.69718, 1.29899], [-5.90447, 5.42391, -1.60562], [-4.12457, 5.28149, -1.59321], [-4.71104, 0.06892, 1.01801], [-5.96441, 4.77089, 0.05889], [7.78298, 0.09766, -1.58349], [-4.93047, 1.53255, 1.04422], [13.48166, -5.21726, -3.48453], [3.73084, 1.04205, -2.15554], [-3.85707, 3.47804, 0.71044], [4.07895, -2.09320, 0.35334], [-3.80954, -0.71962, 1.65330], [-0.37197, -2.77339, 4.75529], [0.81993, 4.29434, 0.46073], [-5.77977, 7.07585, -0.95377], [-6.64553, -0.76886, -0.74446], [0.54919, 2.49611, 0.80368], [12.46051, -0.63444, -0.93391], [8.23906, -0.77168, -0.46651], [5.17498, -0.63851, -1.00022], [10.38823, -1.71911, 0.08271], [-5.84214, 6.07052, -3.26305], [12.70710, -4.84464, -2.78386], [2.85842, 0.36473, 0.87638], [2.54785, -2.44996, 2.07944], [2.79335, -0.50279, -1.70734], [2.01686, -3.32683, 1.58255], [-10.12903, 1.40791, 1.16427], [10.54530, -0.26205, -0.95585], [-3.60392, 1.12653, -1.26821], [-0.62598, -2.31830, 0.21796], [13.07468, -3.87321, -1.93371], [-10.31345, -0.26045, 2.13232], [5.53767, -0.36117, 0.77781], [-1.55581, 4.15244, -0.21100], [-11.99316, -0.35633, 3.09368], [-1.21172, -2.94250, -0.68551], [-1.53611, 1.94150, -0.77890], [-6.35712, -1.93769, -1.80869], [3.04692, -2.15254, -0.12414], [9.21367, 1.11351, 0.66978], [-3.63435, 2.36916, 0.67318], [-1.35468, -3.05696, 5.81457], [-0.70878, 3.74470, -1.81506], [-1.01080, -1.95765, 3.69961], [8.55290, 0.29288, 0.95658], [-2.45010, -1.15273, 3.21468], [4.19395, 1.49776, 0.28866], [-5.44561, -0.88432, 0.27811], [-5.72974, 1.81616, 0.27850], [1.16640, 1.32508, -2.49872], [0.10706, -4.03654, 4.16651], [-4.36059, -2.30697, -2.61711], [-5.26389, -1.64374, -2.93192], [-3.95639, -2.00488, 1.35819], [-7.67172, -0.91510, -0.27693], [-7.68040, 5.56182, -1.61675], [-6.67771, 0.24751, -1.26639], [-4.86957, -0.57606, -2.85251], [1.72952, 2.89163, -1.03284], [-7.58080, -2.96743, -0.86555], [3.01509, 0.57704, -1.41061], [-9.51975, -0.28742, 2.87445], [0.24068, -2.79588, 0.98439], [2.46450, -2.58688, 3.20834], [2.72881, 3.08203, -0.53664], [-1.10999, 1.32438, -1.63934], [-3.12689, 0.61994, 3.15316], [-5.67193, -1.89365, -3.95446], [-10.05940, -1.79459, 0.97405], [9.97695, -1.17912, -0.77730], [-6.97118, -3.07926, -1.69684], [-0.82619, -1.10506, 0.49814], [-3.39994, 2.95390, -1.50252], [-4.96283, -2.21705, 0.48780], [0.54943, 3.28757, -0.01339], [-2.81677, 2.14963, 1.42987], [-6.02730, 3.76412, -2.25629], [-2.71971, -0.25810, 2.57088], [9.00609, -0.29373, 1.75805], [4.70319, -2.89186, -0.18277], [-1.80290, 0.00436, 1.94322], [1.60710, 3.58690, -1.93379]]
}